A structure of composition C35H37CrF5OP2Te at a distorted geometry. Source: OMol25; level of theory: ωB97M-V/def2-TZVPD.

Structure (XYZ):
```
82
Properties=species:S:1:pos:R:3:forces:R:3
Cr -1.7021 0.9515 -4.6403 -1.741 0.240 5.924
C -2.7343 0.9547 -6.2215 -1.509 -2.015 -1.350
C -2.2910 -0.4211 -5.8273 -1.213 0.470 -2.601
C -1.1281 -1.0647 -6.5520 0.399 -0.243 -0.133
C 0.2166 -0.2732 -6.2973 -0.048 -0.976 -0.569
C 0.1578 0.5999 -5.0813 2.612 2.169 -0.767
C -0.2160 2.0389 -5.1541 2.641 -1.359 -1.017
C -0.7201 2.6323 -6.4392 0.161 0.586 -0.592
C -1.9186 1.8665 -7.1140 -0.323 0.246 -1.074
C 1.7771 -0.6824 -0.0201 -0.348 0.233 0.260
H -3.8236 1.1406 -6.2147 0.685 0.024 0.274
H -3.0178 -1.1440 -5.4336 -0.065 0.596 -0.032
H -1.3177 -1.1481 -7.6414 0.042 0.225 0.395
H -0.9998 -2.1129 -6.2260 -0.078 0.420 0.128
H 1.0102 -1.0302 -6.1494 -0.220 0.343 -0.123
H 0.4871 0.2811 -7.2146 -0.145 -0.025 0.425
H 0.8495 0.3043 -4.2877 -0.345 0.351 0.041
H 0.3428 2.6995 -4.4948 -0.475 -0.054 0.350
H 0.1018 2.7152 -7.1723 -0.171 -0.272 0.076
H -1.0201 3.6824 -6.3005 -0.029 -0.371 0.343
H -2.5958 2.6263 -7.5449 0.216 -0.245 0.402
H -1.5581 1.3485 -8.0191 0.110 -0.182 0.404
H 0.8063 -0.1905 -0.1405 0.192 -0.002 0.328
H 2.3802 -0.0763 0.6666 -0.037 -0.153 -0.109
H 1.6328 -1.6881 0.3964 0.092 0.285 -0.122
P -0.5564 -1.8257 -1.4659 -2.782 2.417 -2.470
P 2.6070 -0.7189 -1.5914 0.871 1.124 0.577
C 0.6940 -2.4337 -2.6316 0.674 0.201 -0.198
C 1.8650 -1.7909 -2.7854 -0.399 -0.850 -0.595
C -2.1672 -2.5597 -1.9606 0.327 -0.845 0.955
C -2.5612 -3.3537 -3.0489 0.158 -0.295 0.500
C -3.6015 -4.2736 -2.8456 -0.247 0.047 -0.106
C -4.2629 -4.3351 -1.6150 0.074 -0.008 0.398
C -3.9459 -3.4363 -0.5855 -0.675 -0.160 -0.294
C -2.9367 -2.5184 -0.7880 0.088 -0.302 0.091
C -3.0894 1.5206 -3.2619 0.992 -0.446 -1.067
C -3.0425 2.8923 -3.0224 -0.891 -0.063 0.387
C -4.1093 3.4957 -2.3452 -0.052 -0.412 0.195
C -5.1566 2.6749 -1.8741 0.214 0.039 -0.120
C -5.1406 1.2783 -2.0511 0.316 0.261 0.065
C -4.0773 0.6990 -2.7590 -0.902 0.548 0.534
C 4.2433 -1.4477 -1.2762 0.072 -0.491 -0.213
C 4.2614 -2.7934 -0.8586 0.094 0.318 -0.232
C 5.4757 -3.4552 -0.6940 -0.161 -0.148 0.138
C 6.6793 -2.7944 -0.9379 -0.228 0.578 -0.165
C 6.6613 -1.4503 -1.3435 -0.205 -0.372 0.221
C 5.4475 -0.7735 -1.4993 0.011 0.015 -0.095
C 2.8141 0.9722 -2.1994 -0.070 0.370 -0.437
C 2.2957 2.0862 -1.5140 0.076 -0.256 0.023
C 2.4868 3.3716 -2.0283 0.174 -0.005 -0.248
C 3.1701 3.5639 -3.2367 -0.139 -0.413 0.363
C 3.6499 2.4546 -3.9393 0.022 -0.029 0.015
C 3.4741 1.1708 -3.4279 -0.071 -0.037 0.131
H 0.4365 -3.2962 -3.2602 0.031 0.482 0.007
H 2.5046 -2.0036 -3.6502 -0.060 -0.149 0.385
H -2.0748 -3.2758 -4.0226 0.118 -0.226 0.322
H -3.8835 -4.9928 -3.6306 0.139 0.599 0.296
H -5.0227 -5.0992 -1.4213 0.286 0.269 -0.252
H -4.4595 -3.4610 0.3834 0.105 -0.004 -0.539
H -2.6723 -1.8085 -0.0054 -0.003 -0.207 0.069
H -2.1737 3.4563 -3.3597 -0.222 0.243 -0.024
H -4.1105 4.5780 -2.1636 -0.103 -0.507 0.019
H -5.9823 3.1355 -1.3297 0.221 -0.141 -0.126
H -5.9270 0.6515 -1.6148 0.271 0.343 -0.160
H -4.0012 -0.3767 -2.9108 -0.279 0.095 0.038
H 3.3154 -3.3144 -0.6931 0.327 0.037 -0.016
H 5.4752 -4.5007 -0.3740 0.024 0.384 -0.110
H 7.6277 -3.3154 -0.8118 -0.249 0.135 -0.055
H 7.5965 -0.9337 -1.5386 -0.155 -0.039 0.059
H 5.4341 0.2764 -1.8077 0.062 -0.412 0.096
H 1.7442 1.9562 -0.5822 0.057 0.107 -0.148
H 2.1078 4.2348 -1.4807 0.031 -0.310 -0.113
H 3.3307 4.5708 -3.6230 -0.087 -0.287 0.094
H 4.1704 2.5924 -4.8893 -0.180 -0.075 0.302
H 3.8512 0.3104 -3.9854 -0.051 0.252 0.090
F -2.5521 3.1208 0.9135 0.169 -0.381 0.289
Te -1.8606 1.2685 0.9462 -1.003 0.626 -0.522
F -0.0094 1.8706 1.3684 0.377 0.036 0.198
F -1.2655 -0.5803 1.3737 0.273 -0.453 0.111
F -2.1665 1.3752 2.8069 0.213 -0.038 -0.725
F -3.6827 0.5117 0.8446 0.210 0.069 0.279
O -0.8724 -0.3324 -1.8277 1.735 -1.525 0.925
```
Forces are in eV/Å.

Computed properties:
2S+1 ... 5
<S²> ... 6.04
HOMO (alpha / beta) ... -6.76 / -7.70 eV
Gap between HOMO and LUMO (alpha / beta) ... 5.55 / 5.16 eV
F_max ... 6.18 eV/Å